Entry 1:
DFT (ωB97M-V/def2-TZVPD) results for C4H5NO in the gas phase in a non-equilibrium geometry.

```
11
Properties=species:S:1:pos:R:3:forces:R:3:nbo_charge:R:1
O 0.808 -0.768 -1.358 -0.108 0.378 -0.623 -0.458
N 0.750 2.027 0.776 1.804 -2.638 1.952 -0.541
C 0.013 -0.074 -0.406 -0.235 -0.424 -0.068 0.046
C -1.411 -0.441 -0.218 -0.481 -0.353 0.241 -0.612
C 1.216 -0.843 -0.010 0.598 -1.268 -0.026 -0.047
C 0.414 1.194 -0.048 -0.193 1.536 -0.377 0.392
H 2.222 -0.406 0.037 -0.220 0.102 0.397 0.162
H 1.266 1.277 1.554 -1.356 2.692 -1.470 0.352
H -1.715 -0.259 0.815 0.021 -0.022 -0.074 0.230
H -1.517 -1.503 -0.438 -0.014 0.076 0.037 0.247
H -2.066 0.137 -0.876 0.184 -0.079 0.013 0.229
```
Forces are in eV/Å.

Output
Calculated total energy ... -7760.0666 eV
Maximum force ... 3.745 eV/A
Relative energy (zero: lowest compared OMol25 entry of this formula, charge and spin) ... 148.97 kcal/mol
Molar mass ... 83.1 g mol⁻¹
Charge ... 0

=====

Entry 2:
DFT (ωB97M-V/def2-TZVPD) results for C25H26ClCoOPS3 as an isolated structure in a non-equilibrium geometry.

```
58
Properties=species:S:1:pos:R:3:forces:R:3:nbo_charge:R:1
Co 0.154 1.086 0.945 -0.556 -0.006 0.951 0.947
Cl -0.786 2.922 -0.751 -0.372 0.006 -0.414 0.029
S -0.785 -0.593 2.626 -0.167 -0.002 0.119 0.232
S 2.128 0.973 2.454 0.213 -0.160 0.113 0.261
S -0.678 2.761 2.533 -0.009 0.095 -0.116 0.250
P -0.641 -0.257 -0.906 0.916 0.618 -0.286 0.848
O 2.556 2.149 -0.516 0.086 -0.599 -0.619 -0.462
C -2.225 -3.958 -0.974 0.006 0.019 0.043 -0.215
C 3.677 -0.822 -2.414 -0.214 -0.006 0.135 -0.097
C 1.657 1.435 -0.375 0.313 1.973 1.652 0.364
C 0.675 -1.196 3.508 0.099 0.117 -0.068 -0.537
C -0.869 -1.991 -1.285 -0.168 -0.138 0.077 -0.432
C 0.640 2.983 3.763 0.114 -0.026 -0.029 -0.548
C 1.217 0.004 -1.267 -0.124 -2.702 -2.351 -0.412
C 1.569 0.302 -2.635 -0.274 0.343 0.569 -0.144
C 1.721 -0.132 3.839 -0.006 -0.057 0.018 -0.552
C -1.555 0.443 3.915 0.038 0.111 -0.046 -0.541
C 3.264 -1.356 -1.184 0.364 -0.059 -0.037 -0.207
C -2.803 0.840 -4.212 0.029 -0.064 0.013 -0.187
C 2.056 -1.018 -0.653 -0.399 0.618 0.193 -0.146
C -2.127 0.080 -3.266 0.014 0.004 -0.093 -0.158
C -1.935 -2.639 -0.658 0.003 -0.035 -0.025 -0.120
C -1.943 1.845 3.450 0.069 -0.141 -0.036 -0.537
C 2.793 -0.042 -3.153 0.221 0.048 -0.197 -0.205
C -1.550 2.085 -2.118 0.169 0.045 0.319 0.106
C 2.020 2.604 3.235 -0.107 -0.027 -0.010 -0.534
C -1.447 -4.631 -1.905 -0.005 -0.031 -0.032 -0.157
C -2.837 2.221 -4.105 0.009 0.059 -0.012 -0.146
C -0.084 -2.675 -2.217 -0.104 -0.018 -0.021 -0.195
C -1.471 0.696 -2.203 -0.119 0.053 0.101 -0.468
C -0.376 -3.994 -2.521 -0.004 0.024 0.033 -0.184
C -2.205 2.863 -3.046 -0.050 -0.032 -0.089 -0.255
H 4.652 -1.068 -2.814 -0.014 -0.029 -0.003 0.249
H 0.381 2.415 4.655 -0.010 -0.002 -0.008 0.231
H -2.795 1.817 2.770 -0.005 -0.002 0.007 0.256
H 0.228 -4.527 -3.244 -0.006 0.007 -0.002 0.238
H 2.655 -0.619 4.118 -0.052 -0.039 0.109 0.267
H 2.752 2.619 4.043 0.002 0.099 -0.003 0.264
H 1.090 -1.981 2.875 -0.004 0.019 -0.018 0.250
H 3.897 -2.065 -0.665 0.007 0.021 -0.021 0.248
H -2.229 2.453 4.309 -0.073 -0.015 -0.013 0.264
H 1.729 -1.456 0.285 0.042 -0.049 -0.010 0.215
H 0.740 -2.181 -2.715 -0.006 -0.008 -0.024 0.224
H -2.448 -0.083 4.249 -0.006 0.046 0.072 0.267
H -2.106 -0.999 -3.354 0.000 0.012 -0.007 0.241
H 0.328 -1.672 4.425 0.062 -0.065 -0.006 0.263
H -1.679 -5.657 -2.158 0.018 0.003 0.021 0.241
H -3.302 0.349 -5.036 -0.006 -0.006 0.013 0.246
H 2.362 3.298 2.467 -0.007 0.002 -0.004 0.261
H -3.052 -4.461 -0.492 -0.003 0.012 -0.013 0.239
H -3.361 2.812 -4.844 0.001 -0.009 0.003 0.248
H 1.405 0.481 4.681 -0.004 0.002 -0.001 0.232
H -2.228 3.939 -2.949 -0.005 -0.010 0.017 0.253
H 0.884 0.915 -3.208 0.043 -0.024 -0.084 0.238
H -0.864 0.490 4.756 -0.012 -0.015 0.000 0.230
H 3.055 0.268 -4.156 0.021 0.037 0.036 0.252
H 0.641 4.038 4.032 0.028 -0.015 0.076 0.270
H -2.544 -2.113 0.068 0.004 -0.002 0.006 0.214
```
Forces are in eV/Å.

Output
Calculated total energy ... -120323.2336 eV
2S+1 ... 4
Maximum force ... 3.584 eV/A
Relative energy (zero: lowest compared OMol25 entry of this formula, charge and spin) ... 48.68 kcal/mol
Molar mass ... 564.0 g mol⁻¹
<S²> ... 3.84
Charge ... +2

=====

Entry 3:
DFT (ωB97M-V/def2-TZVPD) results for C32H91FeN5O15P as an isolated structure in a non-equilibrium geometry.

```
145
Properties=species:S:1:pos:R:3:forces:R:3:lowdin_charge:R:1
Fe 1.422 -0.116 0.238 1.527 0.332 0.051 0.992
P -0.522 -1.466 0.262 2.027 1.136 1.034 0.280
O -0.090 -2.374 -3.291 0.237 -0.069 0.018 -0.151
O 0.873 -1.793 0.959 0.134 -3.160 2.474 -0.390
O 4.611 0.342 -2.874 -0.537 -0.521 0.263 -0.230
O 4.175 2.552 0.045 -0.406 0.686 -0.359 -0.206
O 2.217 3.304 2.946 0.744 -0.495 -0.125 -0.240
O -1.129 0.993 -2.093 0.062 0.501 -0.540 -0.119
O -7.089 -3.971 -1.860 0.174 -0.743 -0.299 -0.183
O 1.170 -4.788 1.159 0.530 -0.236 0.619 -0.093
O 0.278 -1.061 -1.020 -1.871 -1.315 -4.032 -0.407
O 3.090 -0.748 -0.833 0.813 0.148 0.327 -0.158
O -2.057 1.318 2.512 0.610 -0.139 0.006 -0.109
O -2.850 -2.693 2.732 0.449 0.168 -0.016 -0.131
O -1.719 -2.362 0.367 2.010 1.554 -0.525 -0.267
O -1.113 7.096 0.248 -0.634 0.269 0.826 -0.185
O -0.444 0.039 0.782 -2.769 0.817 1.479 -0.387
N -0.217 3.803 1.416 -0.230 -0.675 -1.002 0.060
N -3.912 -4.033 0.054 0.280 -0.083 0.766 0.047
N 1.398 1.811 -0.431 -0.909 1.126 -1.755 0.036
N 1.730 0.063 -3.830 1.176 1.074 1.065 0.077
N 2.564 0.537 1.966 1.093 0.135 1.487 0.043
C 2.976 -3.045 -1.474 0.342 -1.138 -0.755 -0.056
C 1.658 0.973 3.107 0.952 0.238 -0.294 -0.365
C 2.653 -0.304 -6.036 1.083 -0.911 0.663 -0.048
C 2.211 2.190 3.835 -0.761 0.268 -0.498 -0.171
C 4.191 0.542 -4.207 -0.185 1.129 -0.015 -0.189
C 2.311 4.559 3.577 -0.646 -0.178 0.927 -0.097
C -2.537 -4.323 4.500 -0.213 0.215 0.411 -0.085
C -2.487 1.391 -2.252 0.222 0.688 0.760 -0.271
C 1.615 -0.182 4.080 -0.807 -0.199 -0.454 -0.037
C 1.424 3.341 -2.395 0.611 0.695 -0.142 -0.032
C 0.235 -5.532 0.413 0.196 -0.350 -0.185 -0.323
C 2.270 2.498 -1.453 0.336 0.280 1.615 -0.336
C -1.223 5.228 3.104 -1.403 1.277 0.114 -0.048
C -7.744 -4.896 -2.706 0.238 -0.801 -0.063 -0.134
C 5.163 3.329 0.696 0.358 -0.689 0.660 -0.098
C -2.602 0.692 3.649 -0.190 -0.147 0.595 -0.319
C 3.708 -2.037 -0.610 -0.905 -0.461 -0.216 -0.217
C 5.755 1.023 -2.457 0.945 0.121 0.263 -0.103
C 2.975 -0.313 -4.516 -1.550 -0.398 -0.760 -0.393
C -1.876 -3.316 3.578 -0.778 -0.337 -0.821 -0.309
C -2.520 1.586 4.868 -1.534 1.088 0.333 -0.099
C -4.878 -2.169 -1.179 -0.563 0.501 -1.056 -0.059
C -0.303 6.102 0.875 0.437 0.882 -1.834 -0.209
C -3.018 1.922 -0.917 -0.574 -1.119 0.475 -0.071
C -5.157 -3.515 -0.494 -0.375 0.847 -0.097 -0.420
C 3.211 3.370 -0.608 0.320 -0.222 -1.132 -0.189
C -1.040 5.013 1.603 0.947 -0.866 0.929 -0.380
C -1.066 -3.433 -3.184 1.759 0.357 0.215 -0.275
C -0.541 -4.687 -3.866 0.140 -0.370 -0.551 -0.088
C 0.876 -6.888 0.119 -0.145 0.053 -0.669 -0.086
C -1.314 8.306 0.952 1.006 0.010 0.229 -0.108
C -5.831 -4.513 -1.439 0.087 0.741 -0.072 -0.210
H -1.186 -3.804 2.882 0.525 0.079 0.530 0.105
H -7.052 -5.565 -3.234 0.419 0.654 -0.430 0.078
H -3.357 -4.898 4.068 0.064 0.243 -0.425 0.073
H 2.896 -2.761 -2.527 0.080 0.653 0.101 0.066
H 2.053 3.873 -3.115 0.172 -0.363 -0.160 0.084
H 1.217 0.754 -4.357 -0.182 -0.021 0.056 0.077
H -1.650 4.363 3.610 0.651 -0.397 -0.096 0.065
H 0.493 1.770 -0.930 -0.191 -0.574 0.222 0.077
H 3.245 4.728 4.122 0.249 -0.053 -0.427 0.096
H 0.681 2.767 -2.943 -0.053 -0.104 0.197 0.069
H -1.836 -5.066 4.883 0.176 0.242 0.152 0.070
H 0.154 5.716 -0.040 0.086 -0.816 0.354 0.110
H -2.848 1.046 5.759 0.494 -0.143 0.090 0.072
H -2.912 1.145 -0.154 0.142 -0.091 -0.063 0.055
H 2.611 -0.315 4.505 -0.060 -0.237 0.085 0.091
H -0.715 -5.684 0.935 0.018 0.196 0.187 0.106
H 5.028 0.425 -4.904 -0.049 -0.631 -0.015 0.133
H 1.125 -0.704 -3.574 0.049 -0.178 -0.331 0.040
H 6.653 0.660 -2.970 -0.084 -0.008 -0.225 0.095
H -0.738 2.959 1.632 -0.111 0.075 0.217 0.055
H -3.125 -3.387 -0.081 -0.660 -0.473 -0.681 0.009
H 5.305 4.366 0.383 -0.341 -0.119 -0.591 0.092
H -0.378 8.877 0.897 -0.117 0.293 -0.078 0.083
H 3.608 -2.239 0.456 -0.232 -0.110 -0.046 0.112
H -1.497 8.187 2.024 -0.371 -0.278 -0.063 0.079
H -5.738 -1.553 -1.464 -0.421 -0.509 0.249 0.073
H 6.090 2.776 0.522 0.151 0.276 0.360 0.088
H 0.684 3.751 1.893 -0.692 0.444 0.251 0.037
H 5.917 0.833 -1.396 -0.289 -0.109 0.000 0.087
H 4.929 3.385 1.767 0.177 -0.102 0.017 0.080
H -4.413 -2.357 -2.154 0.393 -0.059 0.149 0.072
H 0.038 -1.966 -2.401 -0.011 -0.203 -0.368 0.003
H -3.294 2.363 4.798 0.000 0.019 -0.237 0.068
H 1.294 -1.047 3.494 0.204 -0.259 0.293 0.081
H -5.903 -3.363 0.294 0.162 0.102 0.195 0.138
H -8.372 -4.374 -3.422 -0.077 0.072 0.056 0.083
H -2.327 -2.455 1.927 -0.947 -0.105 0.474 0.011
H 2.672 3.975 0.128 -0.166 0.077 -0.054 0.123
H -0.333 5.647 3.569 0.191 -0.444 0.133 0.060
H 3.924 1.603 -4.336 -0.223 0.043 0.092 0.130
H 3.205 2.000 4.251 0.163 -0.008 -0.104 0.137
H -3.053 0.535 -2.622 -0.290 0.169 0.056 0.111
H -1.084 0.037 -1.994 0.336 -0.049 0.157 0.041
H -3.979 -3.933 1.065 -0.077 -0.508 0.080 0.052
H 1.959 -3.300 -1.188 0.043 0.300 0.466 0.060
H 1.798 -6.733 -0.443 0.088 0.015 0.115 0.066
H 1.116 -3.831 1.071 -0.507 0.274 -0.197 0.022
H -2.113 8.871 0.480 -0.057 -0.105 -0.014 0.086
H 0.230 -7.491 -0.524 -0.134 0.061 0.060 0.070
H 3.333 -1.008 -6.523 -0.029 0.259 -0.377 0.076
H 2.761 0.689 -6.472 -0.117 0.023 -0.021 0.078
H -2.526 2.203 -2.983 0.058 -0.187 -0.222 0.105
H 3.180 -0.141 2.423 -0.382 -0.617 -0.430 0.105
H -3.655 0.466 3.447 -0.026 0.018 0.105 0.117
H -4.097 2.096 -0.939 0.055 0.323 -0.258 0.075
H -5.189 -4.657 -2.315 0.032 -0.151 -0.074 0.119
H 5.725 2.113 -2.569 -0.379 0.005 -0.227 0.095
H 4.781 -2.037 -0.812 -0.054 0.440 -0.301 0.119
H 0.883 -0.037 4.875 0.078 0.095 0.040 0.091
H 0.705 1.196 2.629 -0.206 0.078 0.460 0.112
H -1.430 -2.533 4.203 0.555 -0.217 -0.160 0.094
H 3.145 -1.334 -4.171 0.411 -0.078 -0.279 0.128
H -0.002 -5.020 -0.525 -0.016 -0.059 -0.101 0.093
H 3.728 4.027 -1.320 0.083 0.217 0.229 0.130
H 3.331 -0.435 -1.726 -0.016 0.230 0.026 0.068
H -1.448 0.710 2.042 -0.298 0.113 -0.205 0.018
H -2.175 -0.275 3.938 0.439 0.011 -0.661 0.094
H 0.963 4.177 -1.863 -0.386 -0.312 0.252 0.078
H 1.533 2.378 4.674 -0.002 0.189 0.067 0.134
H 1.643 -0.689 -6.133 -0.054 0.118 -0.255 0.078
H -5.997 -5.479 -0.956 0.164 -0.029 0.186 0.121
H -1.143 -5.562 -3.612 -0.232 0.109 -0.100 0.072
H -8.310 -5.688 -2.198 -0.464 0.582 0.609 0.082
H -0.431 -4.642 -4.952 -0.379 0.261 -0.029 0.067
H 1.104 -7.493 0.995 -0.050 0.287 0.218 0.070
H -2.954 -3.735 5.321 -0.094 -0.391 0.226 0.069
H -2.010 5.965 3.323 0.128 0.282 -0.314 0.076
H 2.098 5.328 2.837 0.289 0.019 -0.001 0.082
H -2.014 4.911 1.125 0.116 -0.358 -0.115 0.145
H 1.171 2.551 0.238 -0.108 -0.175 0.317 0.062
H 1.526 4.593 4.343 -0.035 0.281 -0.033 0.085
H -4.263 -1.460 -0.623 0.282 -0.488 0.319 0.063
H 0.469 -4.938 -3.531 -0.036 0.323 0.377 0.067
H 2.895 1.766 -1.964 -0.265 -0.044 -0.157 0.105
H 0.560 6.506 1.425 -0.337 0.356 0.377 0.120
H 3.520 -3.990 -1.584 0.097 0.012 0.562 0.086
H -2.507 2.780 -0.484 0.150 0.197 -0.522 0.060
H 3.283 1.252 1.829 -0.596 0.519 -0.819 0.083
H -1.631 2.194 5.041 0.500 -0.691 -0.121 0.057
H -1.967 -2.972 -3.582 -0.503 -0.820 0.187 0.110
H -1.080 -3.723 -2.130 -0.922 0.321 0.099 0.089
```
Forces are in eV/Å.

Output
Calculated total energy ... -116498.4497 eV
2S+1 ... 6
Maximum force ... 4.636 eV/A
Relative energy (zero: lowest compared OMol25 entry of this formula, charge and spin) ... 60.30 kcal/mol
Molar mass ... 872.9 g mol⁻¹
<S²> ... 8.76
Charge ... 0

=====

Entry 4:
DFT (ωB97M-V/def2-TZVPD) results for C3H2ClNO2 in the gas phase in a non-equilibrium geometry.

```
9
Properties=species:S:1:pos:R:3:forces:R:3:nbo_charge:R:1
Cl 2.270 -0.315 -0.105 0.696 -0.562 0.337 0.055
O -1.233 1.195 0.041 -2.166 -2.387 -1.135 -0.413
O -2.523 -0.705 -0.208 -4.489 -3.056 -1.219 -0.631
N -0.360 -0.862 0.356 -0.874 -0.477 -1.499 -0.561
C 0.107 1.281 0.006 3.059 2.473 -0.369 -0.006
C -1.427 -0.163 0.031 4.466 0.532 2.634 0.777
C 0.643 0.017 0.175 -0.326 3.792 -0.333 0.016
H -2.419 -1.723 -0.365 0.067 2.850 0.641 0.537
H 0.459 2.393 -0.271 -0.434 -3.165 0.944 0.227
```
Forces are in eV/Å.

Output
Calculated total energy ... -21249.1903 eV
Maximum force ... 5.566 eV/A
Relative energy (zero: lowest compared OMol25 entry of this formula, charge and spin) ... 36.32 kcal/mol
Molar mass ... 119.5 g mol⁻¹
Charge ... 0

=====

Among the records above, which one has the highest charge? C25H26ClCoOPS3

=====

What is the formula in the first record? C4H5NO

=====

Look up the relative energy (zero: lowest compared OMol25 entry of this formula, charge and spin) of the third one. 60.30 kcal/mol

=====

Which of these has the lowest calculated total energy? C25H26ClCoOPS3